{"formula": "C7H11N2O2", "method": "ωB97M-V/def2-TZVPD", "elements": ["C", "C", "C", "C", "N", "N", "H", "H", "H", "H", "H", "H", "C", "C", "C", "O", "O", "H", "H", "H", "H", "H"], "positions_angstrom": [[-2.0461, 1.0701, -1.9088], [-0.5701, 0.9027, -1.7374], [0.2911, 1.6597, -0.9997], [1.4119, 0.2232, -2.2050], [0.1585, -0.0114, -2.4847], [1.5539, 1.3082, -1.3987], [-2.3349, 2.1038, -2.0869], [-2.5898, 0.7424, -1.0146], [0.0010, 2.2973, -0.1861], [2.1774, -0.4741, -2.5146], [2.3538, 1.4787, -0.8014], [-2.3588, 0.4409, -2.7405], [0.6103, -1.5268, 2.2860], [-0.6750, -1.7643, 1.5024], [0.8913, -0.0219, 2.4064], [1.3115, 0.6333, 1.4889], [0.6322, 0.3356, 3.6177], [0.6334, -2.0626, 3.2390], [1.4573, -1.9627, 1.7502], [-1.5296, -1.3439, 2.0331], [-0.7935, -2.8023, 1.2052], [-0.5857, -1.2257, 0.5495]], "forces_ev_per_a": [[-0.06, -0.53, 0.46], [0.39, 0.21, -0.45], [-1.06, -0.01, -0.48], [-0.41, -0.43, -0.33], [-0.39, 0.11, 0.09], [0.57, -0.49, 1.37], [0.08, 0.02, -0.14], [0.00, -0.02, -0.12], [0.59, 0.50, -0.09], [0.39, 0.59, -0.05], [-0.09, -0.07, -0.32], [-0.12, 0.11, -0.01], [0.08, -1.09, 0.17], [0.29, 0.88, -0.66], [0.51, -0.63, -0.44], [-0.01, 0.37, 0.16], [-0.15, 0.20, 0.30], [-0.32, 0.35, 0.13], [0.13, 0.43, -0.16], [-0.13, -0.40, -0.03], [-0.17, -0.16, 0.47], [-0.10, 0.05, 0.16]], "nbo_charge": [-0.64, 0.07, -0.10, 0.16, -0.47, -0.52, 0.22, 0.21, 0.22, 0.20, 0.42, 0.23, -0.48, -0.61, 0.72, -0.60, -0.18, 0.23, 0.24, 0.21, 0.23, 0.23], "multiplicity": 2, "homo_ev": [-8.228, -8.226], "s2": 0.754}

=====

{"formula": "C7H11N2S", "method": "ωB97M-V/def2-TZVPD", "elements": ["N", "C", "C", "S", "C", "N", "C", "C", "C", "C", "H", "H", "H", "H", "H", "H", "H", "H", "H", "H", "H"], "positions_angstrom": [[0.4123, -1.3985, 1.1748], [0.6352, -0.0803, 1.2425], [1.6480, 0.5356, 0.6029], [2.5922, -0.3625, -0.5555], [1.4054, -0.3993, -1.9349], [0.0312, -0.4851, -1.5596], [-0.8907, 0.4096, -1.4509], [-1.9429, 0.4813, -0.4521], [-1.8170, 0.5468, 0.8661], [-0.5710, 0.6154, 1.6963], [0.1780, -1.7761, 2.0825], [1.2024, -2.0428, 0.7622], [1.6630, 1.6924, 0.5844], [1.6121, -1.2239, -2.5251], [1.5697, 0.5864, -2.4537], [-0.1846, -1.3981, -1.2260], [-0.6954, 1.2661, -2.2441], [-2.9857, 0.5030, -0.7169], [-2.6150, 0.6194, 1.6167], [-0.3882, 1.6847, 1.8004], [-0.8590, 0.2262, 2.6901]], "forces_ev_per_a": [[1.94, -4.42, -0.50], [0.65, 1.10, -1.73], [-0.35, 2.61, -0.32], [0.41, -0.40, 0.80], [-0.11, 3.60, -0.77], [-0.95, -0.93, 0.54], [1.63, 2.70, -1.70], [-1.40, -0.82, -0.21], [1.43, -0.45, 1.38], [-0.23, 0.89, 1.58], [-0.54, -0.26, 0.00], [-1.69, 2.06, 1.08], [0.11, -2.09, 0.02], [0.79, -1.45, -1.33], [-0.34, -1.15, 0.03], [-0.32, -0.65, 1.25], [-0.65, -1.20, 2.03], [-0.14, 0.28, -0.98], [-0.57, 0.12, -1.33], [0.16, 0.16, 0.37], [0.16, 0.31, -0.20]], "nbo_charge": [-0.84, 0.23, -0.50, 0.30, -0.37, -0.43, 0.29, -0.37, 0.00, -0.51, 0.40, 0.41, 0.24, 0.24, 0.23, 0.43, 0.23, 0.27, 0.25, 0.26, 0.24], "charge": 1, "homo_ev": -12.693, "smiles": "N/C1=C\\SC/[NH+]=C/C=C\\C1"}

=====

Going through the records in order, we get ΔE to the lowest compared entry with this formula, charge and spin values of 0.1386, 2.4909 eV.
Going through the records in order, we get DFT total energy values of -14510.5582, -21243.6132 eV.